Formula: C3H3NO
Source: OMol25
Level of theory: ωB97M-V/def2-TZVPD

Positions of all 8 atoms, in Å:
N 2.2369 0.6051 -0.5127
C 1.3326 -0.0323 -0.1845
C 0.0377 -0.6362 0.1411
C -0.9290 0.5466 0.0358
O -1.7868 0.6307 -0.7892
H -0.2222 -1.4047 -0.5910
H 0.0380 -1.0722 1.1481
H -0.7055 1.3581 0.7586

Force components x, y, z for each atom (eV/Å):
N -0.5 -0.6 0.3
C 0.6 0.4 -0.3
C 0.0 0.0 -0.2
C 0.1 0.1 0.2
O -0.1 -0.1 0.0
H 0.0 0.1 0.1
H 0.0 0.2 -0.2
H -0.2 0.0 -0.1

The value obtained for the orbital gap is 11.3 eV. Its charge is 0. Its HOMO energy is -10.7 eV. Its structure (SMILES) is N#CCC=O.

Formula: C20H14BrF3N3O6SSe4Ta
Source: OMol25
Level of theory: ωB97M-V/def2-TZVPD

Positions of all 53 atoms, in Å:
Ta -0.1402 -1.7369 1.0127
C 6.9883 0.3296 -2.4008
C 5.6336 -0.2482 -2.1046
C 4.9333 0.1348 -0.9603
C 3.6952 -0.4065 -0.6676
C 3.1629 -1.3482 -1.5402
C 3.8281 -1.7444 -2.6913
C 5.0672 -1.1873 -2.9624
S 1.5837 -1.9895 -1.1903
O 1.1932 -2.9089 -2.2159
O 1.6066 -2.5684 0.2109
N 0.5614 -0.8277 -0.8659
C -0.0279 -0.0440 -1.9056
C -1.0233 -0.5692 -2.7176
C -1.5783 0.2574 -3.6781
C -1.1148 1.5573 -3.7960
C -0.0980 1.9682 -2.9505
N 0.4443 1.1856 -2.0208
H 7.1154 1.3020 -1.9273
H 7.1426 0.4427 -3.4728
H 7.7721 -0.3295 -2.0226
H 5.3604 0.8750 -0.2954
H 3.1435 -0.1041 0.2147
H 3.3768 -2.4714 -3.3521
H 5.6004 -1.4822 -3.8573
H -1.3591 -1.5877 -2.5832
H -2.3660 -0.1112 -4.3207
H -1.5252 2.2379 -4.5276
H 0.3042 2.9720 -3.0166
Se 1.4898 -0.3452 2.5375
Se 2.3552 -2.1063 3.7671
Se 0.5626 -3.6170 3.2436
Se -1.3121 -2.3076 3.2940
Br 2.8177 3.3790 1.5402
C 0.9740 3.3872 1.0745
C 0.4184 4.6121 0.7291
C -0.9186 4.6291 0.3881
C -1.6251 3.4374 0.3849
C -0.9620 2.2749 0.7377
N 0.3220 2.2476 1.1000
C -1.7683 0.9974 0.6392
O -2.8907 1.0312 0.2042
O -1.2229 -0.1480 1.0330
H 1.0201 5.5076 0.7368
H -1.4019 5.5593 0.1228
H -2.6664 3.3841 0.1058
F -1.6143 -5.7173 -1.0665
C -2.3612 -4.6275 -0.9364
F -2.7118 -4.2008 -2.1505
F -3.4739 -4.9502 -0.2662
C -1.6068 -3.5184 -0.1796
O -0.6792 -3.8187 0.6092
O -1.9119 -2.3194 -0.3406

Force components x, y, z for each atom (eV/Å):
Ta 0.2 0.5 1.6
C 0.0 0.0 0.0
C 0.0 0.0 0.0
C 0.0 0.0 0.0
C 0.1 0.0 -0.1
C 0.0 0.1 0.0
C 0.0 0.0 0.0
C -0.1 0.0 0.0
S 0.0 -0.1 -0.1
O 0.2 0.1 0.0
O 0.2 -0.2 -0.4
N -0.5 -0.6 0.3
C 0.2 0.0 0.0
C -0.1 -0.1 0.0
C 0.0 0.0 0.0
C 0.0 0.0 0.0
C 0.0 0.0 0.0
N 0.0 0.2 0.0
H 0.0 0.0 0.0
H 0.0 0.0 0.0
H 0.0 0.0 0.0
H 0.0 0.0 0.0
H 0.0 0.0 0.0
H 0.0 0.0 0.0
H 0.0 0.0 0.0
H 0.0 0.1 0.0
H 0.0 0.0 0.0
H 0.0 0.0 0.0
H 0.0 0.0 0.0
Se -0.1 0.2 -0.3
Se -0.2 -0.3 0.1
Se 0.4 0.5 -0.4
Se -0.3 0.1 -0.3
Br 0.0 -0.2 0.0
C 0.0 -0.1 0.0
C 0.0 0.0 0.0
C 0.0 0.0 0.0
C -0.1 0.1 0.0
C 0.1 -0.1 0.0
N 0.0 -0.1 -0.1
C -0.4 -0.3 -0.2
O 0.1 0.1 0.1
O 0.5 0.6 0.1
H 0.0 0.0 0.0
H 0.0 0.0 0.0
H 0.0 0.0 0.0
F 0.0 0.0 0.0
C -0.1 0.0 0.0
F 0.0 0.0 0.0
F 0.1 0.0 0.0
C -0.2 0.0 -0.2
O 0.1 -0.3 -0.2
O 0.0 -0.1 -0.1

The value obtained for the orbital gap is 6.7 eV. Its charge is 0. Its HOMO energy is -7.7 eV.

Formula: C2H5O3
Source: OMol25
Level of theory: ωB97M-V/def2-TZVPD

Positions of all 10 atoms, in Å:
C 0.5643 -1.3841 1.7880
O 1.8578 -1.6762 1.1121
H 0.8175 -1.1851 2.8215
H 0.1069 -0.5416 1.2769
H 0.0110 -2.2922 1.5809
O -0.6598 2.5316 -3.1828
C -1.3450 1.9755 -2.2765
O -1.0977 0.9154 -1.6762
H -2.2873 2.5538 -2.0458
H 2.0322 -0.8972 0.6019

Force components x, y, z for each atom (eV/Å):
C 1.9 -0.6 -1.6
O -1.0 0.0 0.9
H -0.5 -0.1 0.3
H -0.3 0.1 0.2
H -0.5 0.1 0.6
O -0.4 -0.2 0.5
C 0.9 0.6 -1.3
O -0.4 -0.1 0.5
H -0.1 -0.3 0.3
H 0.3 0.5 -0.6

The value obtained for the orbital gap is 7.4 eV. Its charge is -1. Its HOMO energy is -3.8 eV.

Formula: C19H27N2O3P
Source: OMol25
Level of theory: ωB97M-V/def2-TZVPD

Positions of all 52 atoms, in Å:
C -3.6262 -1.8869 0.7068
H -2.7393 -2.1137 1.2933
H -3.7089 -0.8051 0.6256
H -4.4947 -2.2614 1.2447
C -3.5505 -2.5129 -0.6851
C -4.8213 -2.1871 -1.4673
H -4.8103 -2.6740 -2.4394
H -5.7026 -2.5232 -0.9251
H -4.8997 -1.1136 -1.6228
H -3.4743 -3.6017 -0.5788
C -2.3241 -2.0074 -1.4504
C -1.0220 -2.6408 -0.9746
H -0.9549 -2.5779 0.1194
H -0.9806 -3.6979 -1.2637
O 0.1269 -2.0449 -1.5393
P 0.3670 -0.3996 -1.5594
O -0.3671 0.2445 -2.6497
C -0.0522 0.0532 0.1410
C -1.0236 1.0216 0.3423
C -1.4273 1.3595 1.6142
C -0.8610 0.7370 2.7400
C 0.1374 -0.2252 2.5170
C 0.5333 -0.5584 1.2390
H 1.3052 -1.3006 1.0920
H 0.6040 -0.7307 3.3468
N -1.2596 1.0738 4.0067
C -2.4481 1.8671 4.2058
H -3.2921 1.4651 3.6374
H -2.7173 1.8604 5.2593
H -2.2863 2.9066 3.9026
C -0.6399 0.4676 5.1580
H -0.8867 -0.5974 5.2480
H -0.9782 0.9750 6.0588
H 0.4460 0.5712 5.1048
H -2.1822 2.1192 1.7347
H -1.4543 1.5031 -0.5236
H -2.2384 -0.9260 -1.3291
H -2.4328 -2.2070 -2.5179
C 2.1959 -0.6145 -1.8822
C 2.7224 0.7310 -1.5177
N 1.7241 1.5494 -1.2230
C 1.9883 2.8023 -0.9001
C 3.2835 3.2908 -0.8347
C 4.3325 2.4286 -1.1210
C 4.0527 1.1195 -1.4770
H 4.8309 0.4104 -1.7087
H 5.3547 2.7746 -1.0702
H 3.4684 4.3173 -0.5590
H 1.1320 3.4235 -0.6764
O 2.8393 -1.6572 -1.2116
H 2.2244 -2.4035 -1.2267
H 2.2690 -0.7509 -2.9792

Force components x, y, z for each atom (eV/Å):
C 0.1 -0.3 -0.1
H 0.1 0.0 0.1
H 0.0 0.2 0.0
H -0.1 0.0 0.1
C 0.0 0.2 -0.1
C 0.2 -0.2 0.1
H 0.0 0.0 -0.1
H -0.1 0.0 0.0
H 0.0 0.2 0.0
H 0.0 0.0 0.0
C 0.1 -0.3 0.1
C -0.5 -0.2 0.3
H 0.0 -0.1 -0.1
H -0.1 0.1 0.1
O 0.6 0.7 -0.1
P 0.3 -1.7 0.3
O -0.5 0.4 -0.3
C 0.1 -0.3 -0.6
C 0.1 -0.1 0.0
C -0.1 0.1 0.1
C 0.1 0.0 -0.1
C 0.1 0.0 0.2
C -0.1 0.0 -0.1
H 0.1 -0.1 0.0
H 0.0 0.0 0.1
N -0.1 0.1 0.2
C 0.0 0.1 -0.1
H 0.0 0.0 0.0
H 0.0 0.0 0.0
H -0.1 0.0 0.0
C 0.1 -0.1 0.0
H 0.1 0.0 0.0
H 0.0 0.0 0.0
H 0.0 -0.1 0.1
H -0.1 0.1 0.0
H -0.1 0.1 -0.1
H -0.2 0.0 -0.1
H 0.0 0.1 -0.1
C -0.6 0.4 -0.5
C 0.4 0.0 0.1
N 0.4 0.5 -0.1
C 0.2 0.3 0.1
C 0.0 0.0 0.0
C -0.1 -0.1 0.0
C -0.1 0.0 0.1
H 0.1 -0.1 0.0
H 0.1 0.0 0.0
H 0.0 0.1 0.0
H 0.0 0.1 0.0
O 0.1 -0.3 0.4
H 0.0 0.0 0.0
H -0.1 0.0 0.2

The value obtained for the orbital gap is 8.4 eV. Its charge is 0. Its HOMO energy is -7.7 eV.

no.,E (a.u.),LUMO (eV)
1,-246.0793,0.6
2,-14321.0227,-1.0
3,-304.9516,3.6
4,-1416.8309,0.6